Entry 1:
{
  "formula": "C38H43CrGeN15O2S2",
  "method": "the ωB97M-V functional and the def2-TZVPD basis",
  "e_above_lowest_kj_mol": 82.6,
  "total_charge": -1,
  "s_squared": 3.8219,
  "homo_lumo_gap_ev": [6.748, 6.889],
  "spin_multiplicity": 4,
  "max_force_ev_per_a": 0.59,
  "symbols": ["Cr", "N", "C", "N", "N", "N", "N", "C", "N", "N", "N", "N", "H", "C", "O", "C", "C", "C", "C", "C", "C", "N", "N", "C", "C", "C", "C", "O", "C", "N", "C", "C", "C", "C", "H", "H", "H", "H", "H", "H", "H", "H", "H", "H", "H", "H", "S", "C", "N", "C", "C", "C", "N", "H", "H", "H", "H", "H", "H", "H", "H", "N", "S", "C", "C", "C", "C", "C", "C", "C", "C", "C", "C", "C", "C", "H", "H", "H", "H", "H", "H", "H", "H", "H", "H", "H", "C", "Ge", "C", "C", "C", "H", "H", "H", "H", "H", "H", "H", "H", "H", "H", "H"],
  "positions_angstrom": [[-0.95, 1.22, 0.82], [0.74, 3.30, 2.95], [0.35, 2.05, 3.40], [0.72, 1.56, 4.56], [0.12, 0.34, 4.62], [-0.57, 0.12, 3.56], [-0.45, 1.21, 2.74], [0.33, 3.83, 1.74], [0.45, 5.11, 1.43], [-0.01, 5.18, 0.16], [-0.38, 4.01, -0.24], [-0.16, 3.11, 0.75], [0.99, 3.96, 3.66], [3.48, -4.08, -4.63], [2.11, -3.71, -4.59], [1.33, -4.36, -3.69], [1.69, -5.54, -3.06], [0.80, -6.14, -2.17], [-0.41, -5.57, -1.87], [-0.78, -4.39, -2.53], [0.07, -3.80, -3.44], [-1.31, -6.32, -1.01], [-2.11, -5.76, -0.24], [-2.01, -4.37, 0.10], [-3.20, -3.70, 0.19], [-3.27, -2.32, 0.41], [-2.11, -1.57, 0.60], [-2.15, -0.29, 0.75], [-0.86, -2.29, 0.66], [0.22, -1.55, 0.98], [1.37, -2.15, 1.15], [1.52, -3.54, 1.03], [0.45, -4.30, 0.67], [-0.80, -3.68, 0.43], [3.98, -3.34, -5.24], [3.62, -5.06, -5.08], [3.91, -4.08, -3.63], [2.65, -6.01, -3.25], [1.08, -7.07, -1.67], [-1.75, -3.94, -2.33], [-0.20, -2.89, -3.96], [-4.11, -4.26, 0.00], [-4.22, -1.80, 0.43], [2.22, -1.52, 1.41], [2.49, -4.00, 1.22], [0.54, -5.38, 0.61], [-0.61, 0.92, -1.74], [-2.20, 1.52, -1.95], [-3.23, 0.68, -2.11], [-4.61, 1.13, -1.98], [-4.75, 2.49, -2.64], [-3.72, 3.45, -2.06], [-2.40, 2.83, -2.02], [-3.02, -0.28, -1.89], [-4.90, 1.20, -0.93], [-5.26, 0.40, -2.46], [-5.75, 2.89, -2.48], [-4.59, 2.38, -3.72], [-4.02, 3.75, -1.05], [-3.66, 4.35, -2.67], [-1.63, 3.38, -1.64], [1.67, 0.98, 0.58], [2.66, 1.05, -0.62], [3.89, -0.26, -0.43], [3.79, -1.35, -1.28], [4.56, -2.48, -1.03], [5.41, -2.52, 0.06], [5.50, -1.41, 0.91], [4.74, -0.28, 0.67], [3.79, 2.45, -0.44], [4.80, 2.65, -1.37], [5.61, 3.77, -1.25], [5.40, 4.68, -0.23], [4.38, 4.47, 0.69], [3.57, 3.34, 0.59], [2.12, 0.88, 1.49], [3.10, -1.32, -2.12], [4.49, -3.34, -1.69], [5.99, -3.41, 0.27], [6.16, -1.44, 1.77], [4.80, 0.57, 1.33], [4.95, 1.95, -2.18], [6.41, 3.93, -1.97], [6.02, 5.56, -0.15], [4.18, 5.20, 1.48], [2.77, 3.16, 1.30], [-4.02, 0.33, 3.33], [-3.65, 2.18, 2.80], [-2.76, 3.12, 4.26], [-5.39, 3.08, 2.53], [-2.74, 2.28, 1.08], [-4.50, 0.29, 4.32], [-3.08, -0.22, 3.37], [-4.68, -0.15, 2.60], [-3.46, 3.30, 5.08], [-2.38, 4.09, 3.91], [-1.93, 2.54, 4.64], [-5.98, 3.10, 3.45], [-5.97, 2.57, 1.76], [-5.22, 4.11, 2.20], [-2.63, 3.34, 0.83], [-3.47, 1.85, 0.38]]
}

=====

Entry 2:
{
  "formula": "C38H43N4O2S",
  "method": "the ωB97M-V functional and the def2-TZVPD basis",
  "total_charge": 1,
  "homo_lumo_gap_ev": 5.505,
  "max_force_ev_per_a": 3.65,
  "symbols": ["C", "O", "C", "C", "C", "C", "C", "C", "C", "C", "N", "C", "C", "C", "C", "C", "S", "H", "H", "H", "H", "H", "H", "H", "H", "H", "H", "H", "H", "H", "H", "H", "H", "H", "C", "N", "C", "O", "C", "C", "C", "C", "N", "C", "C", "C", "C", "C", "C", "N", "C", "C", "C", "C", "C", "C", "C", "C", "C", "C", "C", "C", "H", "H", "H", "H", "H", "H", "H", "H", "H", "H", "H", "H", "H", "H", "H", "H", "H", "H", "H", "H", "H", "H", "H", "H", "H", "H"],
  "positions_angstrom": [[3.39, -4.43, -0.60], [2.24, -4.06, 0.22], [1.80, -2.74, 0.43], [1.92, -1.90, -0.80], [1.29, -2.36, -1.97], [1.38, -1.58, -3.12], [2.14, -0.40, -3.13], [2.87, -0.04, -2.00], [2.85, -0.85, -0.86], [2.14, -2.35, 1.78], [1.65, -1.21, 2.42], [1.46, 0.04, 1.68], [1.11, -1.43, 3.67], [0.23, -0.40, 4.30], [1.36, -2.69, 4.14], [0.85, -3.25, 5.42], [2.28, -3.62, 3.01], [4.30, -4.14, -0.05], [3.34, -5.52, -0.72], [3.36, -3.96, -1.59], [0.70, -3.28, -1.94], [0.86, -1.91, -4.03], [2.19, 0.19, -4.05], [3.52, 0.85, -2.02], [3.55, -0.69, -0.04], [1.19, 0.83, 2.38], [2.38, 0.32, 1.17], [0.65, -0.02, 0.94], [-0.14, -0.76, 5.26], [0.76, 0.54, 4.49], [-0.66, -0.18, 3.68], [0.00, -2.65, 5.77], [0.50, -4.28, 5.29], [1.61, -3.24, 6.22], [-4.19, 3.17, -1.56], [-2.95, 2.43, -1.54], [-1.77, 3.01, -1.92], [-1.65, 4.17, -2.31], [-0.69, 1.95, -1.80], [0.56, 2.38, -0.99], [1.25, 3.53, -1.62], [1.97, 3.56, -2.81], [2.33, 4.87, -3.08], [1.88, 5.70, -2.06], [1.89, 7.09, -1.97], [1.23, 7.67, -0.88], [0.58, 6.88, 0.08], [0.55, 5.48, -0.03], [1.20, 4.88, -1.11], [-1.41, 0.84, -1.18], [-0.74, -0.31, -0.94], [-1.23, -1.49, -0.41], [-0.43, -2.40, 0.36], [-1.08, -3.65, 0.85], [-0.37, -4.83, 1.07], [-0.95, -6.00, 1.53], [-2.32, -6.02, 1.83], [-3.05, -4.85, 1.68], [-2.46, -3.68, 1.19], [-2.86, 1.05, -1.08], [-3.37, 0.91, 0.37], [-3.68, 0.13, -1.99], [-4.03, 4.11, -2.11], [-4.98, 2.59, -2.05], [-4.53, 3.41, -0.54], [-0.36, 1.66, -2.82], [0.27, 2.63, 0.04], [1.25, 1.52, -0.94], [2.21, 2.74, -3.47], [2.85, 5.17, -3.90], [2.41, 7.67, -2.73], [1.22, 8.75, -0.76], [0.07, 7.35, 0.92], [0.03, 4.83, 0.68], [0.32, -0.26, -1.20], [-2.30, -1.66, -0.57], [0.05, -1.85, 1.20], [0.70, -4.83, 0.90], [-0.33, -6.89, 1.64], [-2.78, -6.95, 2.16], [-4.11, -4.84, 1.95], [-3.05, -2.76, 1.10], [-2.87, 1.63, 1.02], [-4.46, 1.10, 0.38], [-3.19, -0.10, 0.74], [-3.46, 0.35, -3.04], [-3.46, -0.93, -1.80], [-4.75, 0.29, -1.80]]
}